Entry 1:
{"formula": "C21H24BrN6S4Ti", "method": "ωB97M-V/def2-TZVPD", "elements": ["Ti", "C", "C", "S", "C", "C", "S", "C", "C", "S", "C", "C", "S", "H", "H", "H", "H", "H", "H", "H", "H", "H", "H", "H", "H", "H", "H", "H", "H", "N", "C", "N", "C", "N", "Br", "C", "C", "C", "C", "C", "N", "H", "H", "H", "H", "N", "C", "C", "C", "C", "C", "N", "C", "H", "H", "H", "H"], "coordinates": [[-0.145, 0.157, -0.861], [-1.971, -3.272, 0.559], [-2.906, -2.134, 0.974], [-2.466, -0.442, 0.412], [-2.177, 0.401, 2.006], [-0.941, -0.029, 2.780], [0.620, 0.261, 1.904], [1.624, -0.881, 2.913], [2.930, -1.385, 2.309], [2.826, -2.437, 0.839], [2.026, -3.954, 1.448], [0.706, -4.238, 0.719], [-0.279, -2.726, 0.842], [-2.129, -3.542, -0.486], [-2.188, -4.148, 1.171], [-2.957, -2.070, 2.059], [-3.910, -2.312, 0.597], [-3.065, 0.234, 2.613], [-2.152, 1.462, 1.772], [-0.983, -1.096, 2.993], [-0.914, 0.511, 3.727], [0.974, -1.721, 3.155], [1.851, -0.340, 3.832], [3.459, -1.935, 3.088], [3.585, -0.559, 2.022], [1.838, -3.844, 2.518], [2.720, -4.781, 1.307], [0.168, -5.060, 1.195], [0.884, -4.488, -0.325], [4.729, 1.686, 1.598], [4.323, 1.427, 0.544], [3.851, 1.140, -0.670], [2.782, 0.543, -0.929], [1.766, 0.041, -1.268], [-0.681, -2.121, -2.615], [-0.317, -0.545, -3.594], [0.070, -0.600, -4.914], [0.344, 0.602, -5.537], [0.225, 1.774, -4.819], [-0.153, 1.707, -3.494], [-0.427, 0.553, -2.866], [0.153, -1.549, -5.423], [0.649, 0.619, -6.578], [0.437, 2.736, -5.267], [-0.238, 2.601, -2.896], [-4.607, 4.524, -0.213], [-3.504, 4.207, -0.147], [-2.114, 3.804, -0.056], [-1.151, 4.635, 0.499], [0.153, 4.177, 0.531], [0.445, 2.907, 0.083], [-0.503, 2.060, -0.406], [-1.757, 2.558, -0.528], [-1.420, 5.616, 0.871], [0.955, 4.798, 0.908], [1.457, 2.538, 0.112], [-2.495, 1.933, -1.004]], "e_above_lowest_kcal_mol": 36.22, "spin_multiplicity": 3, "lumo_energy_ev": [-3.289, -3.425], "orbital_gap_ev": [6.4, 7.6], "charge": 1}


Entry 2:
{"formula": "C21H24ClN3O3", "method": "ωB97M-V/def2-TZVPD", "elements": ["C", "C", "N", "N", "C", "C", "C", "C", "C", "C", "C", "C", "Cl", "C", "C", "C", "C", "O", "O", "C", "C", "C", "O", "N", "C", "C", "C", "C", "H", "H", "H", "H", "H", "H", "H", "H", "H", "H", "H", "H", "H", "H", "H", "H", "H", "H", "H", "H", "H", "H", "H", "H"], "coordinates": [[-1.859, 0.464, 1.942], [-0.468, 0.922, 2.184], [-0.228, 1.885, 3.050], [1.090, 2.085, 3.073], [1.706, 3.081, 3.923], [0.651, 3.841, 4.679], [-0.076, 4.838, 4.044], [-1.062, 5.527, 4.727], [-1.327, 5.226, 6.052], [-0.606, 4.231, 6.690], [0.377, 3.539, 6.005], [1.714, 1.248, 2.227], [3.406, 1.267, 2.037], [0.747, 0.456, 1.606], [1.023, -0.565, 0.642], [0.138, -1.302, -0.045], [0.605, -2.321, -0.987], [1.761, -2.610, -1.198], [-0.438, -2.895, -1.616], [-0.167, -3.965, -2.523], [-0.692, -5.268, -1.936], [-0.833, -3.678, -3.878], [-1.653, -4.438, -4.358], [-0.440, -2.560, -4.512], [0.591, -1.620, -4.113], [0.778, -0.705, -5.328], [0.249, -1.537, -6.494], [-0.920, -2.274, -5.854], [-1.948, -0.603, 2.134], [-2.524, 1.008, 2.608], [-2.152, 0.657, 0.911], [2.293, 3.758, 3.292], [2.389, 2.576, 4.615], [0.128, 5.072, 3.009], [-1.624, 6.300, 4.225], [-2.095, 5.765, 6.586], [-0.811, 3.992, 7.723], [0.935, 2.761, 6.505], [2.074, -0.754, 0.454], [-0.929, -1.199, 0.046], [0.923, -4.025, -2.664], [-0.198, -5.476, -0.990], [-1.764, -5.189, -1.776], [-0.505, -6.079, -2.633], [0.283, -1.050, -3.232], [1.517, -2.150, -3.866], [1.817, -0.409, -5.456], [0.175, 0.196, -5.213], [-0.055, -0.928, -7.342], [1.005, -2.250, -6.824], [-1.189, -3.208, -6.348], [-1.810, -1.635, -5.805]], "e_above_lowest_kcal_mol": 25.31, "spin_multiplicity": 1, "smiles": "Cc1nn(Cc2ccccc2)c(Cl)c1/C=C/C(=O)O[C@@H](C)C(=O)N1CCCC1", "lumo_energy_ev": 0.230, "orbital_gap_ev": 9.0}


Entry 3:
{"formula": "C21H24DyN2OP2S", "method": "ωB97M-V/def2-TZVPD", "elements": ["C", "C", "C", "C", "C", "C", "C", "C", "C", "C", "C", "C", "C", "H", "H", "H", "H", "H", "H", "H", "N", "Dy", "C", "H", "H", "C", "H", "H", "P", "P", "C", "H", "H", "H", "C", "H", "H", "H", "C", "H", "H", "H", "C", "H", "H", "H", "C", "O", "H", "S", "C", "N"], "coordinates": [[-1.343, 3.306, -3.446], [-1.163, 1.990, -3.022], [0.172, 1.481, -2.979], [1.229, 2.238, -3.480], [1.024, 3.552, -3.893], [-0.262, 4.092, -3.859], [2.637, 1.674, -3.358], [2.640, 0.155, -3.373], [1.510, -0.507, -2.904], [1.427, -1.920, -2.964], [2.562, -2.627, -3.358], [3.748, -1.961, -3.687], [3.789, -0.566, -3.693], [-2.349, 3.733, -3.445], [1.886, 4.133, -4.224], [-0.422, 5.127, -4.162], [3.244, 2.041, -4.194], [2.520, -3.716, -3.394], [4.640, -2.530, -3.951], [4.697, -0.015, -3.952], [0.481, 0.260, -2.314], [0.194, 0.398, -0.257], [-2.346, 1.144, -2.579], [-2.264, 0.119, -2.972], [-3.292, 1.589, -2.920], [0.137, -2.613, -2.592], [-0.706, -2.222, -3.184], [0.218, -3.698, -2.739], [-2.483, 1.012, -0.717], [-0.295, -2.329, -0.815], [0.924, -3.461, -0.041], [0.859, -3.381, 1.050], [0.718, -4.493, -0.354], [1.934, -3.170, -0.353], [-1.817, -3.313, -0.641], [-1.633, -4.339, -0.991], [-2.100, -3.324, 0.418], [-2.627, -2.859, -1.223], [-3.160, 2.650, -0.303], [-4.223, 2.707, -0.572], [-3.049, 2.789, 0.781], [-2.600, 3.442, -0.813], [-3.920, -0.082, -0.499], [-3.939, -0.405, 0.550], [-4.841, 0.469, -0.732], [-3.842, -0.974, -1.134], [3.203, 2.101, -2.078], [2.684, 1.968, -0.982], [4.143, 2.540, -2.456], [-0.942, -1.004, 2.033], [0.658, -0.776, 1.838], [1.741, -0.425, 1.431]], "e_above_lowest_kcal_mol": 17.72, "spin_multiplicity": 6, "lumo_energy_ev": [-4.488, -3.072], "orbital_gap_ev": [6.3, 7.7], "charge": 1}


Entry 4:
{"formula": "C21H24F3OSi", "method": "ωB97M-V/def2-TZVPD", "elements": ["C", "Si", "C", "C", "O", "C", "C", "C", "C", "C", "H", "H", "H", "H", "H", "H", "H", "H", "H", "H", "H", "H", "H", "H", "H", "H", "F", "C", "C", "C", "F", "C", "C", "C", "C", "C", "C", "C", "C", "F", "C", "C", "H", "H", "H", "H", "H", "H", "H", "H"], "coordinates": [[-0.373, -4.012, -0.441], [-0.313, -3.301, 1.287], [-1.694, -2.149, 1.759], [-0.130, -4.723, 2.476], [1.128, -2.433, 1.504], [1.710, -1.400, 0.907], [1.222, -0.568, -0.080], [2.193, 0.534, -0.331], [3.362, 0.303, 0.669], [3.098, -1.029, 1.367], [-1.413, -4.234, -0.712], [0.053, -3.345, -1.200], [0.191, -4.956, -0.454], [-2.620, -2.718, 1.947], [-1.430, -1.614, 2.687], [-1.904, -1.403, 0.981], [-1.107, -5.163, 2.712], [0.500, -5.506, 2.034], [0.332, -4.391, 3.412], [0.393, -0.821, -0.737], [2.567, 0.550, -1.366], [1.771, 1.530, -0.148], [4.308, 0.272, 0.124], [3.412, 1.138, 1.382], [3.185, -0.968, 2.459], [3.830, -1.780, 1.025], [1.298, 5.106, 1.069], [0.336, 4.131, 1.224], [-0.325, 4.059, 2.447], [-1.168, 2.960, 2.616], [-1.851, 2.852, 3.807], [-1.320, 1.970, 1.661], [-0.704, 2.099, 0.384], [-0.917, 1.071, -0.595], [-1.077, 1.252, -2.004], [-1.491, 0.125, -2.785], [-1.745, 0.232, -4.140], [-1.549, 1.447, -4.813], [-1.135, 2.542, -4.058], [-0.928, 3.736, -4.712], [-0.910, 2.492, -2.688], [0.143, 3.226, 0.182], [-0.177, 4.800, 3.227], [-1.934, 1.094, 1.873], [-1.386, 0.163, -0.206], [-1.655, -0.830, -2.273], [-2.105, -0.637, -4.694], [-1.729, 1.545, -5.882], [-0.623, 3.388, -2.152], [0.685, 3.367, -0.750]], "e_above_lowest_kcal_mol": 27.45, "spin_multiplicity": 1, "lumo_energy_ev": -6.231, "orbital_gap_ev": 5.0, "charge": 1}


Entry 5:
{"formula": "C21H24FN3O4", "method": "ωB97M-V/def2-TZVPD", "elements": ["O", "C", "C", "N", "C", "O", "C", "N", "C", "O", "C", "C", "C", "C", "O", "C", "C", "C", "C", "C", "F", "C", "N", "C", "C", "C", "C", "C", "C", "H", "H", "H", "H", "H", "H", "H", "H", "H", "H", "H", "H", "H", "H", "H", "H", "H", "H", "H", "H", "H", "H", "H", "H"], "coordinates": [[3.553, 1.682, -0.455], [2.491, 1.422, -0.985], [2.296, 0.163, -1.853], [1.656, -0.897, -1.079], [0.326, -0.830, -0.864], [-0.372, 0.037, -1.371], [-0.266, -1.827, 0.123], [-1.671, -1.574, 0.290], [-2.584, -2.553, 0.060], [-2.279, -3.719, -0.111], [-3.977, -2.087, 0.082], [-5.140, -2.798, -0.067], [-6.190, -1.860, 0.026], [-5.593, -0.650, 0.223], [-4.260, -0.773, 0.259], [2.500, -1.893, -0.525], [2.319, -3.231, -0.857], [3.158, -4.196, -0.328], [4.192, -3.841, 0.520], [4.374, -2.501, 0.814], [5.384, -2.144, 1.626], [3.549, -1.514, 0.306], [1.380, 2.160, -0.879], [1.276, 3.303, 0.008], [0.175, 4.240, -0.488], [-1.214, 3.622, -0.328], [-1.458, 3.212, 1.121], [-0.386, 2.228, 1.579], [0.998, 2.858, 1.450], [3.269, -0.194, -2.191], [1.661, 0.395, -2.712], [-0.172, -2.860, -0.221], [0.267, -1.731, 1.079], [-1.970, -0.610, 0.231], [-5.214, -3.854, -0.222], [-7.240, -2.056, -0.044], [-5.998, 0.335, 0.348], [1.534, -3.514, -1.541], [3.010, -5.232, -0.588], [4.857, -4.577, 0.941], [3.737, -0.478, 0.539], [0.518, 1.785, -1.255], [2.248, 3.809, -0.022], [0.225, 5.164, 0.091], [0.355, 4.490, -1.535], [-1.968, 4.346, -0.643], [-1.314, 2.745, -0.971], [-2.447, 2.757, 1.216], [-1.434, 4.097, 1.761], [-0.562, 1.936, 2.616], [-0.438, 1.326, 0.966], [1.065, 3.730, 2.103], [1.771, 2.150, 1.756]], "e_above_lowest_kcal_mol": 0.00, "spin_multiplicity": 1, "smiles": "O=C(CN(C(=O)CNC(=O)c1ccco1)c1cccc(F)c1)NC1CCCCC1", "lumo_energy_ev": 0.650, "orbital_gap_ev": 9.8}